#1
21
Properties=species:S:1:pos:R:3 method="wB97M-V/def2-TZVPD" e_lumo_ev=-8.74 total_charge=+2 homo_ev=-18.804
C 0.1743 0.3311 -0.6924
C 2.4447 0.1184 0.2769
C 3.1191 -1.1131 0.2311
C -1.7997 -0.9106 -0.5416
C -2.0150 1.8078 -0.4657
N 1.2691 0.2995 -0.1439
N -0.8692 0.0120 1.3701
N -1.0564 0.2106 0.0653
H 0.1482 0.4010 -1.7425
H 2.9855 1.0208 0.4339
H 2.3432 -1.8765 0.1118
H 3.7014 -1.4629 1.1067
H 3.8576 -1.0129 -0.4841
H -2.6581 -1.1839 0.1435
H -1.9949 -0.9430 -1.5737
H -1.3058 -1.9627 -0.3785
H -2.9411 1.4486 -0.2032
H -1.6851 2.5566 0.2235
H -1.8403 2.1136 -1.4842
H -1.6031 -0.4564 1.8364
H -0.2743 0.6019 1.9106

#2
21
Properties=species:S:1:pos:R:3 method="wB97M-V/def2-TZVPD" e_lumo_ev=-9.52 total_charge=+2 homo_ev=-19.119
C 0.9363 -0.1673 -0.1496
C 0.0773 1.1600 -2.0867
C 0.0847 2.5875 -2.2093
C -0.0270 -2.2116 0.5948
C -1.2353 -0.0513 1.0845
N 0.4008 0.4764 -1.0885
N 0.6361 -0.7707 2.2666
N 0.0860 -0.8006 1.0046
H 1.9987 -0.3376 -0.1119
H -0.5468 0.3966 -2.6226
H 0.1039 2.9738 -3.2060
H 0.7271 3.1449 -1.5319
H -1.0180 2.6693 -1.8205
H -0.5591 -2.8357 1.5151
H -0.6577 -2.2888 -0.3573
H 0.9371 -2.6453 0.3985
H -1.8244 -0.2695 0.1929
H -1.8221 -0.4971 1.9761
H -1.0620 1.0495 1.0747
H 1.6885 -1.6885 2.4637
H 1.0760 0.1057 2.6128

List of relative energies, unit eV: #1 0.000; #2 0.972

#1
70
Properties=species:S:1:pos:R:3 method="wB97M-V/def2-TZVPD" e_lumo_ev="-0.38 / -0.80" homo_ev="-8.184 / -7.982" multiplicity=2
Ir 1.3886 -0.6466 1.5348
C 3.1618 -3.4399 0.2516
C 3.9142 -2.2049 0.5915
N 3.4067 -1.1785 1.2201
C 4.3070 -0.1423 1.3561
C 5.5263 -0.3799 0.8190
S 5.5500 -1.9538 0.1434
C 3.7890 1.0130 2.0824
C 4.4581 2.0639 2.6047
S 3.3943 3.0054 3.5564
C 2.0913 1.9556 3.1976
N 2.4297 0.9788 2.3907
C 0.7499 2.1520 3.7985
H 2.5781 -3.7692 1.1095
H 3.8347 -4.2319 -0.0712
H 2.4504 -3.2262 -0.5498
H 6.3864 0.2671 0.7946
H 5.5075 2.2907 2.5263
H 0.8393 2.5677 4.8010
H 0.2270 1.1984 3.8304
H 0.1549 2.8161 3.1747
O -4.0125 -1.9529 1.9057
C -4.2799 -0.6744 2.0576
O -5.4196 -0.2879 2.1940
C -3.1748 0.3454 2.0534
C -3.5748 1.6425 2.2892
N -2.5122 2.4292 2.1126
N -1.4128 1.7381 1.7667
C -1.7740 0.4568 1.7371
C -0.7275 -1.9139 1.4874
O -1.5822 -2.6494 1.9581
O 0.5103 -2.3616 1.2090
H -3.0338 -2.1604 1.9277
H -4.5551 2.0095 2.5386
H -2.4693 3.4303 2.1715
C -0.7197 -0.4645 1.2099
Ge -0.7367 -0.1821 -0.7668
C -2.6040 0.0117 -1.3106
C -3.4119 -1.0774 -1.6292
C -4.7636 -0.9064 -1.8985
C -5.3259 0.3599 -1.8528
C -4.5329 1.4558 -1.5425
C -3.1843 1.2805 -1.2720
C 0.1495 1.4663 -1.3360
C 0.9417 2.2596 -0.5128
C 1.5978 3.3796 -1.0090
C 1.4653 3.7277 -2.3457
C 0.6656 2.9564 -3.1788
C 0.0156 1.8380 -2.6753
C 0.1266 -1.6586 -1.7291
C 1.2338 -1.4103 -2.5407
C 1.8546 -2.4377 -3.2424
C 1.3747 -3.7352 -3.1410
C 0.2824 -4.0022 -2.3257
C -0.3306 -2.9741 -1.6238
H -2.9951 -2.0761 -1.6646
H -5.3794 -1.7659 -2.1302
H -6.3824 0.4916 -2.0476
H -4.9696 2.4462 -1.5013
H -2.5745 2.1413 -1.0157
H 1.0213 2.0241 0.5408
H 2.2068 3.9854 -0.3479
H 1.9751 4.5997 -2.7358
H 0.5467 3.2253 -4.2209
H -0.6083 1.2463 -3.3377
H 1.6210 -0.4014 -2.6280
H 2.7088 -2.2220 -3.8727
H 1.8512 -4.5373 -3.6909
H -0.0885 -5.0149 -2.2294
H -1.1577 -3.2163 -0.9661

#2
70
Properties=species:S:1:pos:R:3 method="wB97M-V/def2-TZVPD" e_lumo_ev="-0.09 / -0.13" homo_ev="-6.691 / -7.967" multiplicity=2
Ir 0.1870 -1.8233 -0.8016
C -3.0665 -1.7235 -0.4212
C -2.2855 -2.0974 0.7928
N -0.9784 -2.2321 0.8730
C -0.5664 -2.5639 2.1601
C -1.5961 -2.7032 3.0312
S -3.0835 -2.3853 2.2700
C 0.8446 -2.7257 2.5604
C 1.2582 -2.7454 3.8616
S 2.9395 -3.0253 3.9311
C 2.9938 -3.0806 2.2066
N 1.8445 -2.9012 1.6421
C 4.2698 -3.2734 1.4553
H -2.3915 -1.4663 -1.2326
H -3.7060 -0.8673 -0.2008
H -3.6918 -2.5575 -0.7407
H -1.5434 -2.9733 4.0712
H 0.6752 -2.6148 4.7576
H 5.0835 -3.5684 2.1152
H 4.5453 -2.3463 0.9521
H 4.1324 -4.0405 0.6947
O 0.2977 -3.3850 -6.4265
C 1.2265 -2.4770 -6.1856
O 1.9485 -2.0361 -7.0447
C 1.3423 -1.9845 -4.7828
C 2.2227 -0.9999 -4.3855
N 2.0502 -0.8154 -3.0641
N 1.1068 -1.6256 -2.5930
C 0.6615 -2.3497 -3.6049
C -0.4107 -3.3406 -3.2554
O -0.8881 -4.0433 -4.1430
O -0.7189 -3.3565 -2.0146
H -0.2273 -3.6311 -5.6106
H 2.9409 -0.4437 -4.9624
H 2.4639 -0.1493 -2.4283
C 0.6479 -0.2172 -0.1899
Ge -0.1320 1.4301 0.4631
C -1.3053 1.1574 2.0104
C -0.7947 0.6201 3.1928
C -1.6038 0.4548 4.3086
C -2.9441 0.8121 4.2541
C -3.4707 1.3329 3.0805
C -2.6555 1.5056 1.9689
C 1.2541 2.7134 0.9544
C 1.3170 3.2919 2.2193
C 2.3148 4.2074 2.5335
C 3.2605 4.5571 1.5823
C 3.2058 3.9936 0.3137
C 2.2092 3.0803 0.0063
C -1.1592 2.1545 -1.0292
C -1.6262 3.4673 -0.9473
C -2.3610 4.0260 -1.9834
C -2.6316 3.2787 -3.1220
C -2.1664 1.9754 -3.2200
C -1.4353 1.4171 -2.1789
H 0.2506 0.3306 3.2500
H -1.1867 0.0494 5.2231
H -3.5760 0.6870 5.1245
H -4.5158 1.6124 3.0324
H -3.0761 1.9240 1.0606
H 0.5797 3.0321 2.9704
H 2.3507 4.6488 3.5215
H 4.0373 5.2708 1.8253
H 3.9374 4.2713 -0.4346
H 2.1672 2.6541 -0.9912
H -1.4070 4.0672 -0.0695
H -2.7171 5.0455 -1.9053
H -3.2008 3.7137 -3.9336
H -2.3710 1.3919 -4.1090
H -1.0766 0.3958 -2.2584

List of relative energies, unit eV: #1 0.000; #2 1.505

#1
11
Properties=species:S:1:pos:R:3 method="wB97M-V/def2-TZVPD" e_lumo_ev=-0.43 homo_ev=-8.329
C 1.6901 -0.6000 -0.1458
C -3.3695 -0.5804 0.0119
O 2.5045 1.9172 0.1034
S -2.7473 -1.3755 1.2574
S 1.1456 1.0051 0.5809
H 2.7608 -0.3853 -0.1637
H 1.3455 -0.7483 -1.1146
H 1.5060 -1.4774 0.5283
H -2.7813 -0.1846 -0.8302
H -4.4512 -0.4947 -0.1625
H 2.3969 2.9240 -0.0651

#2
11
Properties=species:S:1:pos:R:3 method="wB97M-V/def2-TZVPD" e_lumo_ev=0.40 homo_ev=-8.834
S -1.1864 -2.0368 -1.5059
S 0.6732 -2.0771 -0.6074
H -1.4612 -3.3236 -1.2574
H 1.3322 -1.4680 -1.6024
O 1.1181 1.4613 -0.7797
C 0.2842 1.7549 0.0380
C -0.0395 0.9088 1.2309
H -0.3047 2.6861 -0.0713
H -0.9884 0.4080 1.0261
H 0.7354 0.1699 1.4015
H -0.1628 1.5164 2.1279

#3
11
Properties=species:S:1:pos:R:3 method="wB97M-V/def2-TZVPD" e_lumo_ev=0.51 homo_ev=-9.277
S -0.3834 -0.0234 -2.2632
S 0.9064 0.9440 -0.9888
H -1.4690 0.1361 -1.5178
H 1.4835 0.0408 -0.1920
O 0.6807 -0.9777 1.6386
C -0.2909 -1.0052 2.3511
C -1.2016 0.1109 2.6260
H -0.5233 -1.9662 2.8461
H -1.6560 0.5204 1.7073
H -0.6788 1.0403 2.8763
H -2.0246 -0.1658 3.2742

#4
11
Properties=species:S:1:pos:R:3 method="wB97M-V/def2-TZVPD" e_lumo_ev=0.13 homo_ev=-9.188
O 3.6845 2.4065 -0.0342
C 2.8581 1.4752 -0.3412
H 2.2383 1.0802 0.4550
H 2.6705 1.0085 -1.2864
C -1.7840 -0.8598 1.2126
S -0.4322 -1.0542 -0.0153
S -1.3856 -0.1840 -1.6915
H -2.5614 -0.0759 0.9595
H -2.1746 -1.8092 1.0520
H -1.3945 -0.7601 2.2201
H -1.7190 -1.2273 -2.5306

List of relative energies, unit eV: #1 1.767; #2 0.000; #3 0.172; #4 1.078